This record from the OMol25 dataset describes a molecular structure, C6H8N2 at a distorted geometry. The level of theory is wB97M-V/def2-TZVPD.

Values from the calculation:
Relative energy (zero: lowest compared OMol25 entry of this formula, charge and spin), kcal per mole: 202.6
E_LUMO, eV: 0.72
E_tot, eV: -9322.92154
Orbital gap, eV: 9.71

Each line ends with the Löwdin charge.
Element x y z (Å)
N  -1.21  0.13  -0.46  -0.072
N  0.71  -1.18  -0.57  -0.082
C  -0.48  -0.84  -0.01  -0.288
C  -2.47  0.03  -0.13  -0.249
C  1.11  1.32  -0.40  -0.069
C  1.81  -1.15  0.41  -0.075
C  1.75  -0.13  -0.68  -0.216
C  0.98  2.50  0.05  0.062
H  -2.59  -0.08  1.24  0.158
H  1.19  -0.50  1.40  0.201
H  -0.58  -1.76  0.56  0.140
H  -2.91  -0.73  -0.81  0.068
H  2.43  -0.24  -1.48  0.107
H  2.49  -2.01  0.58  0.108
H  -2.91  1.28  -0.47  0.144
H  0.68  3.36  0.77  0.064